1.
The following is a quantum chemistry calculation of C2H3BrClN in the gas phase, from the Open Molecules 2025 dataset.

Computed properties:
Charge = 0
Total energy = -3166.892283 Eh
Energy relative to the best compared isomer or geometry (same formula, charge and spin) = 21.2 kcal/mol
Kohn-Sham gap = 0.361 Ha
Structure (SMILES) = [H]/N=C\[C@H](Cl)Br
HOMO = -0.350 Eh
Spin multiplicity = 1

The geometry in XYZ format:
```
8
C2H3BrClN the ωB97M-V functional and the def2-TZVPD basis
C -0.8944 -0.0520 0.2964
C 0.7935 -0.4751 -0.4361
N -1.4289 1.0013 0.7077
Cl 1.1305 -2.0848 0.0859
Br 2.1281 0.9883 -0.0821
H 0.5778 -0.2896 -1.5492
H -1.3045 -0.9802 0.3480
H -1.0022 1.8922 0.6295
```

=====

2.
The following is a quantum chemistry calculation of C2H3BrClN in the gas phase, from the Open Molecules 2025 dataset.

Computed properties:
Charge = 0
Total energy = -3166.874615 Eh
Energy relative to the best compared isomer or geometry (same formula, charge and spin) = 32.3 kcal/mol
Kohn-Sham gap = 0.366 Ha
Structure (SMILES) = [H]/N=C\[C@H](Cl)Br
HOMO = -0.352 Eh
Spin multiplicity = 1

The geometry in XYZ format:
```
8
C2H3BrClN the ωB97M-V functional and the def2-TZVPD basis
C 0.9073 0.0840 -0.0708
C -0.8900 0.1831 -0.0622
N 1.6225 -0.6207 0.5575
Cl -0.8612 0.0813 -1.8337
Br -2.1830 1.4548 0.7155
H -1.0869 -0.8840 0.3174
H 1.0925 0.6268 -1.0934
H 1.3987 -0.9253 1.4696
```

=====

3.
The following is a quantum chemistry calculation of a 2-piece molecular cluster, C2H3BrClNO overall, from the Open Molecules 2025 dataset.

Computed properties:
Charge = 0
Total energy = -3242.064805 Eh
Energy relative to the best compared isomer or geometry (same formula, charge and spin) = 92.4 kcal/mol
Kohn-Sham gap = 0.303 Ha
HOMO = -0.296 Eh
Spin multiplicity = 1

The geometry in XYZ format:
```
9
C2H3BrClNO the ωB97M-V functional and the def2-TZVPD basis
C -1.6722 0.4533 -0.2268
C 1.1770 0.6575 0.3405
N -1.6204 -0.7593 -0.2749
O -1.6173 1.5962 -0.3140
Cl 2.0294 2.0439 -0.2678
Br 1.8319 -1.4021 -0.2705
H 1.5221 0.5002 1.3299
H 0.5468 -1.6678 -0.6253
H -2.1975 -1.4218 0.3088
```